Arrangement one

Here is C28H28N4O2RuS2 as an isolated structure from the Open Molecules 2025 dataset. Energies are from ωB97M-V with the def2-TZVPD basis set.

```
! wB97M-V def2-TZVPD RIJCOSX def2/J DEFGRID3
* xyz 1 2
Ru -2.4159 -0.9855 1.3819
C -4.3399 -0.3542 2.2244
C -4.5314 -1.5963 1.5842
C -3.7718 -2.5715 2.2822
C -3.0970 -1.9256 3.3321
C -3.4222 -0.5629 3.3068
H -4.8015 0.5802 1.9461
H -5.1466 -1.7801 0.7183
H -3.6611 -3.6138 2.0295
H -2.4269 -2.3944 4.0346
H -3.0780 0.1737 4.0144
S -0.0745 -1.2407 1.4655
C 0.5446 0.2059 0.8978
N 1.8380 0.4593 0.7806
C 2.3195 1.7571 0.3175
C 1.4180 2.2708 -0.7713
N 0.0290 2.2498 -0.3135
C -0.8284 3.3116 -0.8640
C -0.5114 4.6450 -0.2367
C -0.6789 4.8334 1.1333
C -0.3730 6.0545 1.7102
C 0.0983 7.0986 0.9234
C 0.2640 6.9175 -0.4400
C -0.0368 5.6905 -1.0177
C -0.4187 1.3005 0.4802
S -2.0003 1.2345 1.0479
C 2.8778 -0.5088 1.1596
C 3.5920 -1.0227 -0.0655
C 4.9559 -0.8240 -0.2265
C 5.6021 -1.2898 -1.3653
C 4.8823 -1.9484 -2.3483
C 3.5153 -2.1480 -2.1925
C 2.8722 -1.6896 -1.0554
H 3.3264 1.6169 -0.0731
H 2.3622 2.4549 1.1589
H 1.5048 1.6657 -1.6782
H 1.6699 3.3037 -1.0081
H -1.8650 3.0209 -0.7092
H -0.6391 3.3412 -1.9388
H -1.0589 4.0257 1.7492
H -0.5099 6.1974 2.7738
H 0.3318 8.0531 1.3754
H 0.6273 7.7287 -1.0564
H 0.0899 5.5517 -2.0855
H 2.4073 -1.3157 1.7161
H 3.5720 0.0040 1.8284
H 5.5212 -0.3106 0.5431
H 6.6664 -1.1358 -1.4817
H 5.3843 -2.3109 -3.2352
H 2.9535 -2.6688 -2.9566
H 1.8077 -1.8577 -0.9299
C -1.2640 -6.2485 -1.4883
N -1.5372 -4.8206 -1.3632
C -1.6488 -4.0263 -2.4548
C -1.9295 -2.7078 -2.3693
C -2.0936 -2.1873 -1.0468
O -2.3006 -0.9517 -0.7843
N -2.0233 -2.9779 0.0052
C -1.7535 -4.3106 -0.0716
O -1.7040 -5.0464 0.8980
H -0.7881 -6.4332 -2.4483
H -2.1855 -6.8255 -1.4167
H -0.6048 -6.5545 -0.6816
H -1.4957 -4.5215 -3.4046
H -2.0177 -2.0789 -3.2398
*
```

Output
expectation value of S²	0.757
gap between HOMO and LUMO (spin up / spin down)	6.5 / 7.1	eV
lowest unoccupied orbital energy (spin up / spin down)	-3.868 / -3.869	eV

Arrangement two

Here is C28H28N4O2RuS2 as an isolated structure from the Open Molecules 2025 dataset. Energies are from ωB97M-V with the def2-TZVPD basis set.

```
! wB97M-V def2-TZVPD RIJCOSX def2/J DEFGRID3
* xyz 1 2
Ru 1.7480 0.0896 2.1880
C 1.8538 0.9291 4.2829
C 0.5640 0.3653 4.0581
C 0.7263 -1.0299 3.9544
C 2.1130 -1.3327 4.0203
C 2.8058 -0.1259 4.2327
H 2.0693 1.9716 4.4506
H -0.3756 0.8868 4.1337
H -0.0784 -1.7378 3.8335
H 2.5610 -2.3131 4.0023
H 3.8653 -0.0245 4.3916
S 0.4611 1.6596 0.9943
C -0.0879 0.8114 -0.3383
N -0.4085 1.3771 -1.4783
C -0.7675 0.5586 -2.6456
C -1.5953 -0.6094 -2.2036
N -0.8444 -1.3510 -1.1849
C -0.8918 -2.8249 -1.2251
C -2.1132 -3.3976 -0.5451
C -3.3736 -3.2669 -1.1238
C -4.4961 -3.7736 -0.4878
C -4.3675 -4.4278 0.7306
C -3.1138 -4.5799 1.3033
C -1.9919 -4.0634 0.6692
C -0.2298 -0.6945 -0.2218
S 0.3293 -1.4527 1.1320
C -0.5440 2.8339 -1.6631
C -2.0006 3.2164 -1.7498
C -2.5139 3.7653 -2.9169
C -3.8574 4.1148 -2.9960
C -4.6914 3.9069 -1.9092
C -4.1844 3.3459 -0.7416
C -2.8449 3.0025 -0.6616
H 0.1527 0.2170 -3.1249
H -1.3247 1.1801 -3.3427
H -1.7923 -1.2719 -3.0426
H -2.5511 -0.2758 -1.7917
H 0.0215 -3.1872 -0.7567
H -0.8654 -3.0991 -2.2795
H -3.4850 -2.7847 -2.0888
H -5.4697 -3.6694 -0.9482
H -5.2422 -4.8290 1.2247
H -3.0068 -5.1057 2.2431
H -1.0122 -4.1882 1.1150
H -0.0226 3.0976 -2.5835
H -0.0468 3.3317 -0.8354
H -1.8615 3.9334 -3.7668
H -4.2486 4.5474 -3.9075
H -5.7351 4.1860 -1.9667
H -4.8347 3.1828 0.1082
H -2.4496 2.5763 0.2548
C 6.4319 1.6426 0.9304
N 5.3682 0.8093 0.3785
C 5.5044 0.1345 -0.8061
C 4.5220 -0.6328 -1.2895
C 3.2763 -0.7870 -0.5490
O 2.3413 -1.4485 -0.9946
N 3.2101 -0.1320 0.6715
C 4.1994 0.6963 1.0925
O 4.0375 1.3566 2.1296
H 7.2427 1.6849 0.2079
H 6.7984 1.2237 1.8657
H 6.0585 2.6445 1.1265
H 6.4423 0.2804 -1.3244
H 4.6164 -1.1430 -2.2351
*
```

Output
expectation value of S²	0.755
gap between HOMO and LUMO (spin up / spin down)	6.7 / 7.1	eV
lowest unoccupied orbital energy (spin up / spin down)	-3.875 / -3.871	eV

Verdict on stability: arrangement two comes out at the bottom.

Arrangement one

Here is a single C5H7F2NO2 molecule from the Open Molecules 2025 dataset. Energies are from ωB97M-V with the def2-TZVPD basis set.

```
! wB97M-V def2-TZVPD RIJCOSX def2/J DEFGRID3
* xyz 0 1
C -1.1653 -0.7423 1.6567
C 1.1301 0.8945 -0.8790
C 0.8139 -0.6353 -0.8129
C -1.3329 -0.3804 0.2603
C 0.3198 1.7028 -0.0052
N -0.6865 -0.9473 -0.8407
O -1.6497 -0.1351 2.6029
O -0.3258 -1.7826 1.8307
F -0.4687 2.6402 -0.5094
F 0.9456 2.1423 1.0972
H 2.0474 1.1809 -0.4979
H 1.1034 1.2814 -1.9453
H 1.2926 -1.1630 -1.5518
H 1.1977 -0.9846 0.1435
H -1.9840 0.4414 0.2143
H -1.0630 -1.1206 -1.8070
H -0.1743 -2.3926 1.0436
*
```

Output
gap between HOMO and LUMO (spin up / spin down)	7.9 / 8.5	eV
lowest unoccupied orbital energy (spin up / spin down)	-0.598 / 0.104	eV

Arrangement two

Here is a 2-piece molecular cluster, C5H7F2NO2 overall from the Open Molecules 2025 dataset. Energies are from ωB97M-V with the def2-TZVPD basis set.

```
! wB97M-V def2-TZVPD RIJCOSX def2/J DEFGRID3
* xyz 0 1
C 2.3226 -0.3548 0.4323
C 0.4123 1.1925 -1.7264
C -2.1687 -0.5818 1.1202
C -2.8461 0.4188 0.5594
C 1.2787 -0.8727 -0.5268
N 1.1817 0.1857 -1.5929
O 3.5028 -0.6636 0.4609
O 1.9124 0.5919 1.2117
F -1.5000 -0.3589 2.3065
F -2.8356 1.7621 0.8001
H -0.3536 1.5059 -0.9056
H -2.1343 -1.5263 0.7212
H -3.4950 0.1999 -0.3586
H 0.3144 -0.8452 -0.0999
H 1.4808 -1.8031 -1.0302
H 1.9523 0.2079 -2.2954
H 0.9754 0.9417 0.9236
*
```

Output
gap between HOMO and LUMO	8.7	eV
lowest unoccupied orbital energy	0.388	eV

Verdict on stability: arrangement two comes out at the bottom.

Arrangement one

Here is a 6-piece molecular cluster, H12O6 overall from the Open Molecules 2025 dataset. Energies are from ωB97M-V with the def2-TZVPD basis set.

```
! wB97M-V def2-TZVPD RIJCOSX def2/J DEFGRID3
* xyz -1 2
O -13.4779 -9.4747 33.9431
H -14.0472 -8.9304 34.4871
H -14.0063 -10.2467 33.7403
O -15.2874 -12.5040 34.1737
H -14.9089 -12.2432 33.3341
H -15.0430 -13.4242 34.2717
O -15.7085 -15.9346 36.7669
H -14.8069 -16.2451 36.8501
H -15.8192 -15.7669 35.8310
O -16.8265 -10.2103 34.0475
H -16.5896 -11.1011 34.3057
H -17.2563 -9.8428 34.8198
O -14.3677 -11.7764 31.5640
H -14.9925 -11.4389 30.9222
H -13.8095 -12.3726 31.0649
O -15.1049 -15.8595 34.0691
H -14.4199 -16.0345 34.7143
H -14.7891 -16.2730 33.2656
*
```

Output
expectation value of S²	0.750
gap between HOMO and LUMO (spin up / spin down)	2.8 / 10.8	eV
lowest unoccupied orbital energy (spin up / spin down)	3.261 / 3.258	eV

Arrangement two

Here is a 6-piece molecular cluster, H12O6 overall from the Open Molecules 2025 dataset. Energies are from ωB97M-V with the def2-TZVPD basis set.

```
! wB97M-V def2-TZVPD RIJCOSX def2/J DEFGRID3
* xyz -1 2
O 5.0000 -3.0944 -11.2629
H 5.7368 -2.9461 -10.6872
H 4.8330 -3.9729 -11.0892
O 0.2182 4.9092 0.7957
H -0.0796 5.1038 1.7681
H -0.3314 4.1016 0.6566
O -2.0950 2.9719 1.6386
H -2.9533 2.6991 1.9041
H -1.5247 2.5727 2.2558
O -0.8261 -0.3273 2.6104
H -1.5122 -0.8474 2.4042
H -0.9171 0.4158 3.0614
O 0.6080 0.0127 5.4668
H 0.9488 -0.1584 4.6094
H 0.9411 0.8919 5.5494
O -2.6280 -4.2802 -0.2487
H -2.9373 -3.3927 -0.0468
H -2.4812 -4.6592 0.6141
*
```

Output
expectation value of S²	0.750
gap between HOMO and LUMO (spin up / spin down)	1.7 / 9.8	eV
lowest unoccupied orbital energy (spin up / spin down)	2.055 / 2.055	eV

Verdict on stability: arrangement two comes out at the bottom.

Arrangement one

Here is a single C9H11P molecule from the Open Molecules 2025 dataset. Energies are from ωB97M-V with the def2-TZVPD basis set.

```
! wB97M-V def2-TZVPD RIJCOSX def2/J DEFGRID3
* xyz 0 1
C 3.2711 0.3509 0.8183
P 2.3415 -0.0846 -0.7451
C 0.9223 0.9021 -0.2716
C -0.0349 1.7979 -0.3114
C -1.4397 1.6742 -0.0509
C -2.4046 0.7907 0.0040
C -2.4629 -0.6206 -0.0160
C -1.5802 -1.5936 -0.2942
C -0.1659 -1.6082 -0.8424
C 0.7833 -0.7890 -0.0486
H 3.9170 -0.4608 1.0060
H 2.3615 0.4339 1.3923
H 3.8746 1.2138 0.8016
H 0.2676 2.8061 -0.3142
H -1.8544 2.7058 -0.0874
H -3.4006 1.1253 0.2086
H -3.4185 -1.0971 0.3668
H -2.0489 -2.5420 -0.1412
H 0.1369 -2.6219 -0.6304
H -0.0099 -1.3924 -1.8972
H 0.9447 -0.9907 1.0530
*
```

Output
SMILES string	CP1/C2=C/C=C\C=C/C[C@H]21
gap between HOMO and LUMO	8.3	eV
lowest unoccupied orbital energy	0.115	eV

Arrangement two

Here is a single C9H11P molecule from the Open Molecules 2025 dataset. Energies are from ωB97M-V with the def2-TZVPD basis set.

```
! wB97M-V def2-TZVPD RIJCOSX def2/J DEFGRID3
* xyz 0 1
C 3.5222 0.5169 -0.1077
C 2.0447 0.1235 -0.2052
C 1.4450 -1.2313 -0.1736
P 0.7867 1.9857 0.0744
C -0.7831 1.0496 0.1547
C -1.3097 0.4981 1.3470
C -2.4202 -0.3334 1.3014
C -3.0837 -0.5863 0.0800
C -2.5977 -0.0228 -1.0722
C -1.3869 0.7042 -1.0273
H 3.5819 1.5962 -0.0587
H 4.1327 0.0237 0.7951
H 3.9568 0.0511 -0.9802
H 1.1229 -1.3053 -1.1506
H 0.5311 -1.5186 0.5362
H 2.4178 -1.8201 0.0225
H -0.9942 0.8169 2.3417
H -2.9014 -0.6474 2.1250
H -4.0649 -1.0034 0.0977
H -2.9583 -0.0353 -2.0721
H -1.0418 1.1380 -2.0281
*
```

Output
SMILES string	CC(C)=Pc1ccccc1
gap between HOMO and LUMO (spin up / spin down)	7.0 / 8.5	eV
lowest unoccupied orbital energy (spin up / spin down)	-0.524 / 0.452	eV

Verdict on stability: arrangement two comes out at the bottom.

Arrangement one

Here is a 6-piece molecular cluster, C6H6Cl18 overall from the Open Molecules 2025 dataset. Energies are from ωB97M-V with the def2-TZVPD basis set.

```
! wB97M-V def2-TZVPD RIJCOSX def2/J DEFGRID3
* xyz 0 1
Cl -22.0749 -12.9090 10.6314
C -21.2190 -13.0813 9.1148
Cl -22.4329 -13.3902 7.8729
Cl -20.0076 -14.3389 9.2093
H -20.7637 -12.1184 8.8832
Cl -17.1821 -13.9374 17.9052
C -16.7782 -14.4704 16.2250
Cl -17.2502 -16.0829 15.8088
Cl -15.0380 -14.4100 15.9251
H -17.2535 -13.7477 15.5618
Cl -13.7783 -13.2726 5.2206
C -15.4334 -13.2559 4.4182
Cl -16.4702 -14.6159 5.0117
Cl -15.2566 -13.3544 2.6326
H -15.9455 -12.3212 4.6464
Cl -16.5256 -8.5937 10.3102
C -16.2751 -10.3289 10.4923
Cl -16.7112 -11.1474 9.0041
Cl -17.3055 -10.9481 11.7710
H -15.2489 -10.5738 10.7664
Cl -13.0662 -8.5398 17.1075
C -13.9331 -9.7550 16.1167
Cl -13.0978 -10.0142 14.5741
Cl -15.5443 -9.2122 15.9550
H -13.9871 -10.6533 16.7317
Cl -15.5393 -3.8755 14.9903
C -16.5979 -3.8709 13.5864
Cl -16.0613 -2.6759 12.3555
Cl -18.3412 -3.7782 14.1052
H -16.5578 -4.8525 13.1142
*
```

Output
SMILES string	ClC(Cl)Cl.ClC(Cl)Cl.ClC(Cl)Cl.ClC(Cl)Cl.ClC(Cl)Cl.ClC(Cl)Cl
gap between HOMO and LUMO	11.2	eV
lowest unoccupied orbital energy	0.117	eV

Arrangement two

Here is a 6-piece molecular cluster, C6H6Cl18 overall from the Open Molecules 2025 dataset. Energies are from ωB97M-V with the def2-TZVPD basis set.

```
! wB97M-V def2-TZVPD RIJCOSX def2/J DEFGRID3
* xyz 0 1
Cl -3.6159 0.4820 -9.2579
C -1.8220 0.7829 -9.0221
Cl -1.3476 2.0568 -10.0757
Cl -0.8974 -0.6995 -9.3863
H -1.7176 1.0421 -7.9686
Cl 10.7390 -0.3558 0.8458
C 9.0021 -0.6182 1.0228
Cl 8.1255 0.1024 -0.3421
Cl 8.3856 0.1179 2.5850
H 8.7988 -1.6889 1.0401
Cl 1.0004 -1.9573 6.2609
C 1.1878 -3.4110 5.2878
Cl 2.6496 -4.2929 5.8064
Cl 1.5233 -2.9244 3.5399
H 0.2514 -3.9649 5.3542
Cl -4.8726 1.9076 5.7516
C -4.3474 3.6854 5.6940
Cl -5.0848 4.4234 7.1916
Cl -5.0518 4.4354 4.2477
H -3.2670 3.8299 5.6953
Cl -4.0983 -4.5358 -2.8619
C -5.2376 -3.3198 -2.0086
Cl -5.0635 -3.3812 -0.2306
Cl -7.0142 -3.6750 -2.2850
H -5.1305 -2.2788 -2.3135
Cl 0.2946 1.8561 -1.8515
C 1.4884 2.7738 -0.9242
Cl 0.9429 3.2593 0.7656
Cl 1.9053 4.3065 -1.8275
H 2.2734 2.0420 -0.7332
*
```

Output
SMILES string	ClC(Cl)Cl.ClC(Cl)Cl.ClC(Cl)Cl.ClC(Cl)Cl.ClC(Cl)Cl.ClC(Cl)Cl
gap between HOMO and LUMO	11.2	eV
lowest unoccupied orbital energy	0.068	eV

Verdict on stability: arrangement two comes out at the bottom.

Arrangement one

Here is an isolated ion of composition C2H5N2O and charge +1 from the Open Molecules 2025 dataset. Energies are from ωB97M-V with the def2-TZVPD basis set.

```
! wB97M-V def2-TZVPD RIJCOSX def2/J DEFGRID3
* xyz 1 1
C -0.4919 1.4149 0.2472
N 0.5972 0.4392 -0.0595
O 1.6908 0.8827 -0.3186
C 0.2285 -0.7908 -0.3695
N 0.0506 -2.0144 -0.1496
H -0.2860 2.2736 -0.2471
H -1.5128 1.0128 0.0748
H -0.3431 1.7978 1.1843
H 0.4889 -2.4813 0.6473
H -0.4221 -2.5345 -1.0093
*
```

Output
SMILES string	C[N+]([O-])=C=[NH2+]
gap between HOMO and LUMO (spin up / spin down)	9.6 / 9.6	eV
lowest unoccupied orbital energy (spin up / spin down)	-5.588 / -5.587	eV

Arrangement two

Here is an isolated ion of composition C2H5N2O and charge +1 from the Open Molecules 2025 dataset. Energies are from ωB97M-V with the def2-TZVPD basis set.

```
! wB97M-V def2-TZVPD RIJCOSX def2/J DEFGRID3
* xyz 1 1
H 2.6223 0.3514 -0.0084
N 1.6635 0.2942 0.0639
C 0.9470 1.2913 0.1177
C -0.5726 0.9111 0.0225
N -1.0581 -0.6908 0.0453
O -1.4731 1.6308 -0.2015
H 1.2010 2.4009 0.0767
H -1.7606 -0.7609 -0.5707
H -1.3617 -0.8255 0.9756
H -0.1682 -1.2888 -0.1916
*
```

Output
SMILES string	[H]/N=C/C([NH3+])=O
gap between HOMO and LUMO	10.6	eV
lowest unoccupied orbital energy	-5.227	eV

Verdict on stability: arrangement one comes out at the bottom.